<1>
DFT (the ωB97M-V functional and the def2-TZVPD basis) results for a single C2H5NOS molecule.

Element x y z (Å)
N  1.477  0.371  -0.334
C  0.531  -0.506  0.012
O  0.474  -1.710  -0.325
C  -0.707  0.110  0.742
S  -2.091  0.276  -0.352
H  1.342  1.367  -0.245
H  2.119  0.019  -1.017
H  -1.069  -0.370  1.657
H  -0.489  1.165  1.063
H  -1.587  -0.722  -1.200

The value obtained for the HOMO energy is -9.147 eV. The structure (SMILES) is NC(=O)CS.

Atom charges from the Löwdin analysis, given in e for atoms 1 to 2: N 0.1674; C -0.5922

=====

<2>
DFT (the ωB97M-V functional and the def2-TZVPD basis) results for a single C2H5NOS molecule.

Element x y z (Å)
C  0.279  -1.211  0.897
N  0.077  0.001  0.187
S  -1.505  0.743  0.435
C  1.005  0.231  -0.956
O  1.775  -0.595  -1.365
H  0.724  -0.961  1.876
H  1.342  -1.491  0.471
H  -0.306  -2.043  0.882
H  -1.114  1.894  1.267
H  0.987  1.335  -1.497

The value obtained for the HOMO energy is -9.606 eV. The structure (SMILES) is CN(S)C=O.

Atom charges from the Löwdin analysis, given in e for atoms 1 to 2: C -0.1940; N -0.5476

=====

Q: Which of them is the most stable? A: <1>.

=====

<1>
DFT (the ωB97M-V functional and the def2-TZVPD basis) results for a single C17H17NO3 molecule.

Element x y z (Å)
C  -3.593  -1.259  0.589
C  -2.332  -1.087  -0.202
C  -2.290  -0.209  -1.280
C  -1.132  -0.075  -2.019
C  0.006  -0.795  -1.699
C  -0.013  -1.661  -0.611
O  1.026  -2.444  -0.193
C  2.363  -2.080  -0.477
C  3.059  -1.488  0.756
C  2.242  -0.391  1.440
N  1.831  0.678  0.557
C  2.587  1.237  -0.448
O  3.704  0.944  -0.776
O  1.852  2.213  -1.052
C  0.646  2.284  -0.417
C  -0.415  3.123  -0.672
C  -1.531  2.982  0.142
C  -1.568  2.043  1.162
C  -0.497  1.200  1.417
C  0.613  1.329  0.605
C  -1.193  -1.802  0.121
H  -4.096  -0.303  0.720
H  -3.387  -1.689  1.565
H  -4.275  -1.926  0.061
H  -3.167  0.364  -1.540
H  -1.106  0.599  -2.862
H  0.888  -0.672  -2.309
H  2.880  -2.999  -0.772
H  2.429  -1.373  -1.304
H  4.022  -1.091  0.436
H  3.224  -2.272  1.495
H  2.832  0.028  2.265
H  1.328  -0.826  1.851
H  -0.372  3.850  -1.465
H  -2.385  3.620  -0.024
H  -2.450  1.966  1.778
H  -0.539  0.475  2.213
H  -1.193  -2.493  0.951

The value obtained for the HOMO energy is -8.305 eV. The structure (SMILES) is Cc1cccc(OCCCn2c(=O)oc3ccccc32)c1.

Atom charges from the Löwdin analysis, given in e for atoms 1 to 2: C -0.0449; C -0.2891

=====

<2>
DFT (the ωB97M-V functional and the def2-TZVPD basis) results for a single C17H17NO3 molecule.

Element x y z (Å)
O  -1.672  1.662  -1.956
C  -1.785  0.645  -1.442
C  -0.485  -0.035  -1.047
C  -0.137  -1.553  -1.574
C  0.994  -2.056  -1.570
C  1.975  -1.641  -0.666
C  1.758  -0.357  -0.335
C  2.838  0.300  0.531
C  3.598  -0.271  1.541
C  4.686  0.002  2.099
C  5.034  1.473  2.179
O  5.981  2.206  2.782
C  4.198  2.246  1.216
C  3.252  1.602  0.332
C  0.641  0.434  -0.319
N  -2.918  0.054  -1.021
C  -2.959  -0.999  -0.105
C  -4.067  -0.794  0.959
O  -5.290  -0.689  0.394
C  -5.152  -0.072  -1.204
C  -4.080  0.903  -1.155
H  -1.013  -1.971  -2.295
H  1.104  -3.202  -1.793
H  2.965  -2.132  -0.902
H  3.419  -1.408  1.455
H  5.243  -0.669  2.843
H  6.429  1.500  3.362
H  4.483  3.242  1.022
H  2.722  2.363  -0.375
H  0.461  1.267  0.221
H  -2.026  -0.942  0.429
H  -3.023  -1.950  -0.549
H  -4.194  -1.822  1.509
H  -3.896  0.108  1.389
H  -5.001  -0.851  -1.953
H  -6.190  0.616  -1.299
H  -4.063  1.480  -0.458
H  -3.828  1.313  -2.240

The value obtained for the HOMO energy is -8.020 eV. The structure (SMILES) is O=C(c1cccc(-c2ccc(O)cc2)c1)N1CCOCC1.

Atom charges from the Löwdin analysis, given in e for atoms 1 to 2: O 0.1587; C -0.5101

=====

Q: Which of them is the most stable? A: <1>.

=====

<1>
DFT (the ωB97M-V functional and the def2-TZVPD basis) results for a single C19H26N4O3 molecule.

Element x y z (Å)
C  -6.578  -2.338  0.035
C  -5.357  -1.496  0.190
C  -4.326  -1.913  1.073
C  -3.217  -1.154  1.222
N  -3.051  0.013  0.543
C  -1.848  0.759  0.765
O  -1.037  0.301  1.565
C  -1.748  1.955  0.014
C  -0.561  2.831  0.092
O  -0.473  3.853  -0.609
N  0.392  2.474  0.956
C  1.670  3.136  1.040
C  2.769  2.365  0.299
C  3.037  0.967  0.888
N  2.999  -0.059  -0.144
C  1.620  -0.350  -0.505
C  1.540  -1.252  -1.729
C  2.256  -2.561  -1.433
C  3.679  -2.238  -1.000
C  3.710  -1.288  0.205
C  5.175  -1.020  0.562
C  -2.793  2.318  -0.864
O  -2.741  3.407  -1.585
N  -3.895  1.575  -1.009
C  -4.017  0.463  -0.330
C  -5.183  -0.325  -0.488
H  -6.304  -3.331  -0.322
H  -7.073  -2.460  0.997
H  -7.274  -1.890  -0.668
H  -4.428  -2.833  1.625
H  -2.395  -1.407  1.877
H  0.256  1.597  1.453
H  1.936  3.245  2.096
H  1.553  4.126  0.595
H  2.487  2.264  -0.749
H  3.680  2.962  0.331
H  4.023  0.968  1.345
H  2.307  0.743  1.686
H  1.116  0.592  -0.725
H  1.084  -0.827  0.338
H  2.022  -0.754  -2.571
H  0.492  -1.428  -1.984
H  2.266  -3.206  -2.314
H  1.737  -3.090  -0.630
H  4.207  -1.758  -1.825
H  4.208  -3.158  -0.741
H  3.217  -1.792  1.062
H  5.291  -0.637  1.572
H  5.597  -0.306  -0.141
H  5.739  -1.947  0.496
H  -1.846  3.848  -1.380
H  -5.920  0.056  -1.176

The value obtained for the HOMO energy is -8.468 eV. The structure (SMILES) is Cc1ccn2c(=O)c(C(=O)NCCCN3CCCC[C@H]3C)c(O)nc2c1.

Atom charges from the Löwdin analysis, given in e for atoms 1 to 2: C -0.0377; C -0.2549

=====

<2>
DFT (the ωB97M-V functional and the def2-TZVPD basis) results for a single C19H26N4O3 molecule.

Element x y z (Å)
C  1.268  2.904  -1.108
O  1.180  1.596  -0.573
C  1.341  1.446  0.830
C  1.322  -0.064  1.156
O  1.463  -0.403  2.319
N  1.134  -0.865  0.096
C  1.180  -2.327  0.006
C  1.713  -3.080  1.224
C  3.210  -2.809  1.371
C  1.402  -4.582  1.064
C  -0.092  -4.875  1.218
C  2.172  -5.431  2.075
C  0.268  2.183  1.649
C  0.872  3.537  2.045
N  2.296  3.423  1.717
C  2.989  4.549  1.422
O  2.484  5.659  1.458
C  4.435  4.405  1.041
C  5.317  3.549  1.690
N  6.614  3.467  1.404
C  7.082  4.243  0.437
C  6.284  5.148  -0.263
C  6.861  5.966  -1.293
N  7.325  6.613  -2.121
C  4.937  5.241  0.057
C  2.651  2.054  1.348
H  1.002  2.823  -2.160
H  0.573  3.594  -0.624
H  2.282  3.307  -1.037
H  1.056  -0.369  -0.777
H  0.172  -2.671  -0.234
H  1.811  -2.574  -0.853
H  1.202  -2.722  2.118
H  3.769  -3.308  0.573
H  3.420  -1.742  1.316
H  3.593  -3.163  2.326
H  1.716  -4.888  0.057
H  -0.426  -4.597  2.221
H  -0.713  -4.341  0.500
H  -0.288  -5.940  1.088
H  1.957  -5.100  3.094
H  1.875  -6.477  1.996
H  3.250  -5.380  1.925
H  -0.648  2.283  1.068
H  0.052  1.586  2.533
H  0.452  4.379  1.495
H  0.744  3.747  3.107
H  4.969  2.911  2.494
H  8.137  4.158  0.204
H  4.286  5.953  -0.434
H  2.977  1.481  2.218
H  3.427  2.028  0.584

The value obtained for the HOMO energy is -9.625 eV. The structure (SMILES) is CO[C@]1(C(=O)NC[C@H](C)C(C)C)CCN(C(=O)c2cncc(C#N)c2)C1.

Atom charges from the Löwdin analysis, given in e for atoms 1 to 2: C -0.0469; O -0.1361

=====

Q: Which of them is the most stable? A: <1>.

=====

<1>
DFT (the ωB97M-V functional and the def2-TZVPD basis) results for 2 unconnected molecules or ions with the total composition C5H13N.

Element x y z (Å)
C  -1.375  -3.330  0.182
C  -1.222  -2.120  0.637
N  -1.867  -0.874  0.162
H  -2.260  -3.502  -0.497
H  -0.794  -4.175  0.715
H  -0.920  -2.050  1.676
H  -2.598  -1.115  -0.434
H  -1.895  -0.112  0.744
C  1.077  3.112  0.262
C  1.436  2.057  -0.885
C  1.726  0.539  -0.382
H  1.941  3.349  0.891
H  0.828  4.156  -0.041
H  0.392  2.535  0.939
H  0.865  1.898  -1.813
H  2.299  2.551  -1.332
H  0.663  0.136  -0.254
H  2.355  0.774  0.535
H  2.337  0.128  -1.151

The value obtained for the HOMO energy is -8.625 eV. The structure (SMILES) is C=CN.CCC.

Atom charges from the Löwdin analysis, given in e for atoms 1 to 2: C -0.0646; C -0.2951

=====

<2>
DFT (the ωB97M-V functional and the def2-TZVPD basis) results for a single C5H13N molecule.

Element x y z (Å)
C  -0.330  -1.873  2.187
C  -0.573  -1.117  0.819
C  0.459  0.047  0.970
C  0.100  1.227  -0.051
C  0.646  1.232  -1.453
N  -0.245  0.571  -2.438
H  0.782  -2.181  2.233
H  -1.136  -2.703  2.280
H  -0.333  -1.101  3.022
H  -0.476  -1.895  0.035
H  -1.614  -0.761  0.697
H  1.370  -0.419  0.719
H  0.519  0.495  1.933
H  0.179  2.150  0.477
H  -0.981  1.243  -0.249
H  1.567  0.487  -1.339
H  1.217  2.011  -1.840
H  0.021  0.662  -3.299
H  -1.208  0.915  -2.440

The value obtained for the HOMO energy is -8.958 eV. The structure (SMILES) is CCCCCN.

Atom charges from the Löwdin analysis, given in e for atoms 1 to 2: C -0.1488; C -0.2567

=====

<3>
DFT (the ωB97M-V functional and the def2-TZVPD basis) results for 2 unconnected molecules or ions with the total composition C5H13N.

Element x y z (Å)
C  -2.478  2.351  0.107
C  -2.415  1.025  0.188
N  -2.625  0.171  -0.887
H  -2.756  2.800  -0.840
H  -2.244  3.022  0.912
H  -1.902  0.592  1.041
H  -2.649  0.563  -1.811
H  -2.242  -0.760  -0.869
C  1.835  0.051  -0.310
C  2.511  -0.884  0.751
C  2.564  -2.315  0.271
H  0.840  -0.320  -0.544
H  1.688  1.016  0.178
H  2.514  0.170  -1.149
H  3.497  -0.442  0.890
H  1.958  -0.719  1.673
H  3.065  -2.926  1.026
H  2.950  -2.332  -0.741
H  1.553  -2.737  0.329

The value obtained for the HOMO energy is -8.205 eV. The structure (SMILES) is C=CN.CCC.

Atom charges from the Löwdin analysis, given in e for atoms 1 to 2: C -0.0421; C -0.3127

=====

<4>
DFT (the ωB97M-V functional and the def2-TZVPD basis) results for 2 unconnected molecules or ions with the total composition C5H13N.

Element x y z (Å)
C  2.085  -0.921  -0.820
C  1.341  -0.300  -1.801
C  0.655  -1.095  -2.930
H  2.743  -0.314  -0.314
H  1.807  -1.986  -0.598
H  1.212  0.760  -1.784
H  1.285  -1.706  -3.623
H  0.102  -2.126  -2.683
H  -0.034  -0.454  -3.522
C  -0.018  1.167  1.238
N  -1.017  0.167  1.734
C  -2.253  0.685  2.238
H  0.404  1.802  2.029
H  0.862  0.717  0.595
H  -0.715  1.691  0.452
H  -0.555  -0.474  2.441
H  -2.962  0.774  1.434
H  -2.323  1.610  2.864
H  -2.618  0.002  3.048

The value obtained for the HOMO energy is -8.641 eV. The structure (SMILES) is C=CC.CNC.

Atom charges from the Löwdin analysis, given in e for atoms 1 to 2: C -0.0257; C -0.2179

=====

Q: Which of them is the most stable? A: <3>.